No. 1
The following is a quantum chemistry calculation of a molecular structure, C31H33IN11OSV, from the Open Molecules 2025 dataset.

Computed properties:
E_HOMO (alpha / beta)	-12.81 / -12.89	eV
lowest unoccupied orbital energy (alpha / beta)	-5.90 / -5.86	eV
net charge	+2
relative energy (zero: lowest compared OMol25 entry of this formula, charge and spin)	0.0	kcal per mole
multiplicity	3

Structure (XYZ):
```
79
C31H33IN11OSV (ωB97M-V with the def2-TZVPD basis set)
V -0.5921 0.4347 0.2517
N -2.0782 0.2793 -4.3886
C -2.1097 -0.8545 -3.3915
C -3.3148 -0.6836 -2.4795
C -3.2095 -1.6846 -1.3308
N -2.2023 -1.2074 -0.3339
C -2.9672 -3.1048 -1.8529
C -1.9373 -3.2808 -2.9677
N -0.5829 -3.1731 -2.4186
C -2.1113 -2.2145 -4.0608
H -1.8601 1.1501 -3.8534
H -2.9651 0.3867 -4.8816
H -1.3403 0.1533 -5.0820
H -1.1866 -0.7253 -2.8217
H -4.2342 -0.8826 -3.0406
H -3.3757 0.3328 -2.0819
H -4.1728 -1.7176 -0.8190
H -1.8190 -2.0334 0.1195
H -2.7673 -0.7361 0.3848
H -3.9310 -3.4497 -2.2363
H -2.7272 -3.7796 -1.0245
H -2.1169 -4.2579 -3.4264
H 0.1035 -3.4004 -3.1313
H -0.4563 -3.8636 -1.6851
H -3.0469 -2.3798 -4.6019
H -1.2932 -2.3067 -4.7815
S 2.3757 -6.0225 2.9599
N 1.3492 -4.9959 3.6544
C 1.1402 -4.0216 2.7843
C 0.2581 -2.8926 2.9885
C -0.4919 -2.6874 4.1500
C -1.2860 -1.5670 4.2287
C -1.3141 -0.6751 3.1598
N -0.6097 -0.8526 2.0469
C 0.1658 -1.9550 1.9625
C 0.9353 -2.1066 0.7335
N 0.7817 -1.1363 -0.1854
C 1.5259 -1.1583 -1.2836
C 2.4485 -2.1700 -1.5332
C 2.5897 -3.1924 -0.6212
C 1.8188 -3.1682 0.5443
C 1.9006 -4.1557 1.5993
N 2.6723 -5.2303 1.5897
H -0.4325 -3.4035 4.9594
H -1.8838 -1.3633 5.1056
H -1.9262 0.2129 3.2025
H 1.4025 -0.3209 -1.9589
H 3.0472 -2.1341 -2.4322
H 3.2970 -3.9975 -0.7740
N 8.3664 4.8380 -0.5108
C 7.3443 4.3353 -0.3628
C 6.0667 3.7067 -0.1805
C 5.8971 2.7709 0.8382
C 4.6661 2.1656 1.0124
C 3.5994 2.4894 0.1697
C 3.7787 3.4306 -0.8470
C 5.0074 4.0376 -1.0229
C 2.3210 1.8612 0.3364
C 1.2293 1.3337 0.4430
H 6.7274 2.5252 1.4854
H 4.5248 1.4381 1.8004
H 2.9486 3.6792 -1.4952
H 5.1536 4.7669 -1.8079
C -2.0348 5.3983 2.6856
N -2.0699 4.0168 2.2423
C -3.2920 3.2978 1.9346
C -2.7410 1.9683 1.4729
O -3.3900 0.9882 1.1343
N -1.3703 2.0203 1.4681
C -1.0186 3.2663 1.9068
N 0.2314 3.6648 2.0029
H -2.0356 6.0894 1.8413
H -1.1566 5.5749 3.3045
H -2.9092 5.5892 3.3037
H -3.8636 3.7717 1.1338
H -3.9363 3.1764 2.8068
H 0.9490 3.0535 1.6113
H 0.4588 4.6146 2.2414
I -0.9219 2.1243 -1.8938
```

Atom charges from the Löwdin analysis, given in e for atoms 1 to 4: number 1, V, carries 0.572; number 2, N, carries 0.174; number 3, C, carries -0.351; number 4, C, carries -0.119



No. 2
The following is a quantum chemistry calculation of a molecular structure, C31H33KN4O2, from the Open Molecules 2025 dataset.

Computed properties:
E_HOMO (alpha / beta)	-0.34 / 0.46	eV
lowest unoccupied orbital energy (alpha / beta)	4.36 / 4.36	eV
net charge	-2
relative energy (zero: lowest compared OMol25 entry of this formula, charge and spin)	0.0	kcal per mole

Structure (XYZ):
```
71
C31H33KN4O2 (ωB97M-V with the def2-TZVPD basis set)
K -0.6729 -0.1215 0.5093
C 2.4230 -6.4910 -2.0536
C 2.0465 -5.0651 -1.7383
C 2.7702 -4.0069 -2.2519
C 2.4244 -2.6521 -2.0068
C 3.2709 -1.6402 -2.5177
N 3.4766 -0.2766 -2.2197
C 2.5932 0.6525 -1.5255
C 3.1373 2.0724 -1.6027
C 2.1562 3.1109 -1.0524
N 2.3696 3.4199 0.3626
C 1.6082 4.4401 0.9249
C 0.2025 4.5830 0.8011
C -0.3741 5.8588 0.8854
C -1.7305 6.1011 0.6769
C -2.2899 7.4998 0.7461
C -2.5326 5.0201 0.3439
C -2.0539 3.7012 0.3162
C -2.9951 2.6726 -0.1070
N -2.8435 1.4095 -0.1378
C -3.8971 0.6188 -0.7470
C -4.4912 -0.4752 0.1593
C -3.9666 -1.9065 -0.0552
N -2.7524 -2.1953 0.6560
C -1.7799 -2.7748 -0.0260
C 0.5360 -3.4906 -0.6265
C 0.9545 -4.7846 -0.8994
C 1.2004 -2.3919 -1.2680
O 0.7593 -1.2027 -1.1894
C -0.6854 3.4189 0.6671
O -0.2620 2.2591 0.8801
H 3.4319 -6.5468 -2.4715
H 1.7433 -6.9482 -2.7827
H 2.3991 -7.1210 -1.1590
H 3.6565 -4.2162 -2.8508
H 4.0928 -2.0030 -3.1317
H 3.9188 0.1785 -3.0046
H 2.4752 0.3399 -0.4898
H 1.5920 0.6516 -1.9571
H 3.3134 2.3117 -2.6599
H 4.1103 2.1619 -1.1029
H 1.1348 2.7472 -1.1689
H 2.2388 4.0395 -1.6391
H 3.3519 3.5320 0.5614
H 2.1654 5.2523 1.3880
H 0.2868 6.7044 1.0709
H -1.5112 8.2134 1.0242
H -3.0903 7.5860 1.4876
H -2.7052 7.8278 -0.2125
H -3.5804 5.1903 0.1015
H -3.9449 3.0984 -0.4863
H -3.4676 0.1296 -1.6299
H -4.7024 1.2809 -1.1112
H -5.5746 -0.4872 -0.0101
H -4.3369 -0.2014 1.2061
H -3.8687 -2.0833 -1.1454
H -4.7689 -2.5840 0.2865
H -1.9244 -2.8817 -1.1161
H 0.4280 -5.6052 -0.4160
C -0.5124 -3.1833 0.4059
C -0.0787 -3.1614 1.7869
C 1.2627 -3.4686 2.1394
C 1.6979 -3.4752 3.4504
C 0.8339 -3.1752 4.5024
C -0.4806 -2.8566 4.1860
C -0.9326 -2.8387 2.8744
H 1.9649 -3.7026 1.3497
H 2.7376 -3.7135 3.6547
H 1.1806 -3.1753 5.5298
H -1.1814 -2.6032 4.9767
H -1.9577 -2.5775 2.6591
```

Atom charges from the Löwdin analysis, given in e for atoms 1 to 4: number 1, K, carries 0.831; number 2, C, carries -0.100; number 3, C, carries -0.327; number 4, C, carries -0.059



No. 3
The following is a quantum chemistry calculation of a molecular structure, C31H33NO3ReS9SbTe, from the Open Molecules 2025 dataset.

Computed properties:
E_HOMO (alpha / beta)	-10.60 / -10.58	eV
lowest unoccupied orbital energy (alpha / beta)	-4.19 / -5.89	eV
net charge	+1
relative energy (zero: lowest compared OMol25 entry of this formula, charge and spin)	51.2	kcal per mole
multiplicity	2

Structure (XYZ):
```
80
C31H33NO3ReS9SbTe (ωB97M-V with the def2-TZVPD basis set)
Re 0.8004 -2.3728 -1.6879
S 1.9715 -0.3369 2.3457
Sb 3.1148 -1.9544 0.8184
S 3.3808 -1.2928 -1.4101
S 1.1734 -3.4050 0.3366
S 4.7082 -3.1936 1.8082
C 1.9235 5.3525 5.9726
C 1.6216 4.4121 4.8437
C 2.1370 4.6140 3.5690
C 1.8811 3.7313 2.5320
C 2.4959 3.9827 1.1789
C 1.0781 2.6087 2.7793
Te 0.7412 1.3031 1.0943
N 0.4438 -0.6412 -1.8215
C 0.1744 0.4813 -2.5522
O -0.1897 1.5348 -2.0545
C 0.3462 0.3439 -4.0273
C 0.5985 -0.8800 -4.6401
C 0.7076 -0.9749 -6.0136
C 0.5817 0.1696 -6.7918
C 0.3577 1.3985 -6.1886
C 0.2279 1.4879 -4.8137
C -1.3880 1.1971 1.4068
C -2.1273 0.0640 1.7366
C -1.5137 -1.2818 1.9368
C -3.5001 0.1956 1.9233
C -4.1502 1.4090 1.7734
C -5.6349 1.5253 1.9630
C -3.3875 2.5192 1.4313
C -2.0161 2.4432 1.2414
C -1.2631 3.6963 0.8811
C 0.5578 2.3648 4.0568
C -0.2581 1.1629 4.4500
C 0.8371 3.2891 5.0585
H 2.2484 6.3239 5.6048
H 2.7235 4.9455 6.5941
H 1.0521 5.4865 6.6121
H 2.7561 5.4827 3.3796
H 2.8201 5.0170 1.0855
H 1.7924 3.7758 0.3701
H 3.3711 3.3430 1.0387
H 0.7159 -1.7734 -4.0248
H 0.8948 -1.9281 -6.4888
H 0.6724 0.1014 -7.8673
H 0.2942 2.2952 -6.7899
H 0.0478 2.4386 -4.3320
H -0.5141 -1.3051 1.5294
H -2.0996 -2.0565 1.4411
H -1.4641 -1.5458 2.9957
H -4.0642 -0.6844 2.2119
H -6.0743 0.5545 2.1825
H -6.1031 1.9314 1.0658
H -5.8624 2.2035 2.7863
H -3.8694 3.4836 1.3158
H -1.9383 4.4300 0.4449
H -0.4853 3.4903 0.1439
H -0.8105 4.1380 1.7704
H -0.4139 0.4799 3.6267
H -1.2324 1.4710 4.8323
H 0.2580 0.6214 5.2440
H 0.4276 3.1112 6.0465
C 4.1341 -5.4397 -4.1779
S 3.9980 -6.7506 -2.9434
C 2.4210 -6.6836 -2.2342
C 1.4100 -5.7291 -2.2485
S 1.6137 -4.1737 -2.9737
S -0.0684 -6.2033 -1.4462
C 0.4884 -7.7310 -0.8494
S -0.4476 -8.7184 0.0459
S 2.1146 -8.1263 -1.3111
H 5.0245 -5.6994 -4.7476
H 4.2701 -4.4765 -3.6955
H 3.2682 -5.4328 -4.8318
C -3.4437 -1.8453 -2.1887
O -2.0296 -1.6080 -2.0395
C -1.2695 -2.6806 -1.8445
O -1.7045 -3.8141 -1.7924
H -3.8828 -0.8702 -2.3718
H -3.8472 -2.2860 -1.2784
H -3.6236 -2.5164 -3.0270
```

Atom charges from the Löwdin analysis, given in e for atoms 1 to 4: number 1, Re, carries 0.787; number 2, S, carries 0.063; number 3, Sb, carries 0.041; number 4, S, carries -0.072



No. 4
The following is a quantum chemistry calculation of 2 unconnected molecules or ions with the total composition C31H33O8S2, from the Open Molecules 2025 dataset.

Computed properties:
E_HOMO	-3.57	eV
lowest unoccupied orbital energy	2.44	eV
net charge	-1

Structure (XYZ):
```
74
C31H33O8S2 (ωB97M-V with the def2-TZVPD basis set)
C -3.9383 -1.4011 3.6756
C -2.4399 -1.3393 3.5533
O -2.1605 -0.0664 2.9451
C -0.8386 0.1817 2.8016
C -0.5939 1.5943 2.3962
C 0.4930 2.2038 3.1594
O 1.1984 1.6148 3.9893
C 0.6987 3.7290 3.0137
C 0.7097 4.2860 1.6052
C -0.6266 4.1690 0.8421
C -1.8036 3.8482 1.7621
C -1.8278 2.4302 2.3573
O -0.0002 -0.6911 2.9997
H -4.2418 -2.3719 4.0746
H -4.3066 -0.6241 4.3518
H -4.4129 -1.2421 2.6985
H -1.9569 -1.3558 4.5376
H -2.0474 -2.1453 2.9215
H -0.0746 4.2373 3.6117
H 1.6634 3.9473 3.4781
H 0.9661 5.3523 1.6782
H 1.5273 3.8514 1.0163
H -0.8224 5.1321 0.3546
H -0.5439 3.4422 0.0297
H -1.8087 4.5628 2.5935
H -2.7462 4.0173 1.2205
H -2.6637 1.8907 1.8914
H -2.1026 2.5370 3.4249
C 6.5199 2.2326 -0.0594
O 5.5972 2.0146 1.0250
C 4.3827 1.4958 0.7141
C 3.5366 1.1393 1.7949
C 2.4086 0.4108 1.5381
C 1.9144 0.2078 0.2398
C 0.6623 -0.4895 0.0670
C 0.4593 -1.5128 -0.7891
S -1.1871 -2.1213 -1.1400
C -1.9674 -0.7751 -2.0171
C -2.8041 0.1045 -1.3289
C -3.3912 1.1689 -2.0147
C -3.1564 1.3480 -3.3806
C -2.3128 0.4628 -4.0549
C -1.7088 -0.5966 -3.3765
O -1.0630 -3.1793 -2.1189
O -1.8999 -2.3206 0.1029
S 1.8179 -2.2252 -1.7513
C 1.5623 -3.9782 -2.0903
C 1.6491 -4.4048 -3.4118
C 1.4867 -5.7584 -3.7094
C 1.2629 -6.6850 -2.6877
C 1.2219 -6.2514 -1.3577
C 1.3971 -4.8984 -1.0518
O 1.7493 -1.5103 -3.0217
O 3.0043 -2.1869 -0.9268
C 2.6978 0.6854 -0.8363
C 3.9304 1.2708 -0.6142
H 7.4006 2.6305 0.4358
H 6.7540 1.2896 -0.5693
H 6.1214 2.9587 -0.7789
H 3.8232 1.3888 2.8170
H 1.8467 -0.0351 2.3506
H -0.1752 -0.2774 0.7178
H -2.9813 -0.0545 -0.2666
H -4.0412 1.8504 -1.4698
H -3.6285 2.1717 -3.9164
H -2.1183 0.5851 -5.1187
H -1.0322 -1.2784 -3.8881
H 1.8231 -3.6723 -4.1969
H 1.5344 -6.0782 -4.7501
H 1.1237 -7.7418 -2.9257
H 1.0555 -6.9680 -0.5510
H 1.3946 -4.5507 -0.0201
H 2.3316 0.5835 -1.8527
H 4.5663 1.5196 -1.4711
```

Atom charges from the Löwdin analysis, given in e for atoms 1 to 4: number 1, C, carries -0.082; number 2, C, carries -0.236; number 3, O, carries -0.053; number 4, C, carries -0.502



No. 5
The following is a quantum chemistry calculation of a molecular structure, C31H34N12O3S3Sc, from the Open Molecules 2025 dataset.

Computed properties:
E_HOMO	-9.87	eV
lowest unoccupied orbital energy	-1.97	eV
net charge	+1
relative energy (zero: lowest compared OMol25 entry of this formula, charge and spin)	13.2	kcal per mole

Structure (XYZ):
```
84
C31H34N12O3S3Sc (ωB97M-V with the def2-TZVPD basis set)
Sc -0.5344 0.6640 -0.1250
N 6.0325 -4.7423 -0.1563
C 5.0803 -3.8055 -0.4841
C 5.1356 -3.1384 -1.7111
C 4.2006 -2.1740 -2.0292
C 3.2020 -1.8467 -1.1180
C 3.1356 -2.5043 0.1042
C 4.0610 -3.4782 0.4168
S 2.0966 -0.5676 -1.5317
O 2.4469 0.6404 -0.8091
O 2.0556 -0.4777 -2.9715
N 0.6500 -0.9425 -0.9016
C -0.0594 -2.0842 -1.2747
N -1.2811 -2.1058 -0.7390
C -2.0550 -3.1259 -1.0861
C -1.6120 -4.1310 -1.9275
C -0.3056 -4.0217 -2.3814
N 0.4845 -3.0012 -2.0665
H 6.5919 -5.1235 -0.8988
H 5.8387 -5.3778 0.5976
H 5.9161 -3.3833 -2.4200
H 4.2365 -1.6812 -2.9894
H 2.3570 -2.2638 0.8146
H 4.0003 -3.9899 1.3692
H -3.0583 -3.1399 -0.6709
H -2.2436 -4.9612 -2.2046
H 0.1239 -4.7794 -3.0264
N 2.2973 3.5416 0.9760
C 1.1849 3.0129 0.4709
O 0.6173 2.0719 1.0612
C 0.5903 3.5436 -0.7908
C -0.1089 2.4003 -1.5125
H 2.7101 3.1362 1.8006
H 2.8196 4.2165 0.4454
H 1.3404 4.0981 -1.3674
H -0.1386 4.2817 -0.4431
H 0.5990 1.9650 -2.2295
H -0.9605 2.7558 -2.1020
N -0.1872 -1.8372 3.7069
C 1.1450 -1.4591 3.6806
C 2.2209 -1.8268 4.4822
C 3.4363 -1.2520 4.1727
C 3.5675 -0.3538 3.0988
C 2.4923 0.0022 2.3118
C 1.2543 -0.5657 2.6171
N 0.0025 -0.4115 2.0105
C -0.8060 -1.1797 2.6924
C -2.2337 -1.3249 2.4191
C -3.1316 -2.0562 3.1338
S -4.6697 -1.9184 2.4215
C -4.0153 -0.8974 1.2274
N -2.7401 -0.6629 1.3317
H -0.6173 -2.4741 4.3542
H 2.1119 -2.5207 5.3038
H 4.3058 -1.5024 4.7643
H 4.5434 0.0532 2.8725
H 2.6093 0.6498 1.4565
H -2.9750 -2.6468 4.0190
H -4.6359 -0.4861 0.4481
N -0.7883 -0.2059 -3.7092
C -2.0196 0.0557 -3.2297
C -3.1277 -0.0508 -4.1039
C -4.3795 0.2366 -3.6463
C -4.5461 0.6492 -2.3178
C -3.4251 0.7141 -1.5324
N -2.1763 0.4070 -1.9425
H -0.6907 -0.5210 -4.6572
H 0.0617 -0.1306 -3.1760
H -2.9601 -0.3523 -5.1285
H -5.2287 0.1589 -4.3125
H -5.5109 0.9210 -1.9166
H -3.5006 1.0654 -0.5137
S -2.5430 2.2288 1.4789
C -2.4967 3.8914 1.1797
N -2.5859 4.4764 -0.0234
C -2.7030 5.9284 0.0606
C -2.4701 6.1922 1.5683
N -2.4187 4.8411 2.1142
H -2.8192 3.9244 -0.8321
H -3.6905 6.2578 -0.2633
H -1.9519 6.4185 -0.5581
H -3.2839 6.7629 2.0133
H -1.5332 6.7191 1.7491
H -2.3360 4.6012 3.0860
```

Atom charges from the Löwdin analysis, given in e for atoms 1 to 4: number 1, Sc, carries 0.966; number 2, N, carries 0.111; number 3, C, carries -0.315; number 4, C, carries -0.019



No. 6
The following is a quantum chemistry calculation of 2 unconnected molecules or ions with the total composition C31H34N3O, from the Open Molecules 2025 dataset.

Computed properties:
E_HOMO	-9.93	eV
lowest unoccupied orbital energy	-4.02	eV
net charge	+1
relative energy (zero: lowest compared OMol25 entry of this formula, charge and spin)	0.0	kcal per mole

Structure (XYZ):
```
69
C31H34N3O (ωB97M-V with the def2-TZVPD basis set)
C -7.1770 -0.2172 1.0349
N -6.2866 0.8956 1.2932
C -6.9513 2.1700 1.4669
C -4.9308 0.7591 1.3176
C -4.0870 1.8399 1.7013
C -2.7087 1.7171 1.6428
C -2.0938 0.5032 1.2448
C -0.6545 0.3795 1.0800
C 0.1497 1.5152 0.8075
C 1.5352 1.5165 0.7903
C 2.3553 2.6994 0.9249
C 3.7620 2.5672 1.0437
C 4.5802 3.6840 1.1819
C 4.0187 4.9711 1.2129
C 2.6277 5.1215 1.1194
C 1.7995 4.0046 0.9817
C -0.0536 -0.9557 1.1544
C 0.8667 -1.3704 0.1793
C 1.3867 -2.6516 0.1613
C 1.0902 -3.5493 1.2182
N 1.6168 -4.8075 1.2183
C 1.7216 -5.6110 2.4179
C 2.1550 -5.4109 0.0148
C 0.2238 -3.1136 2.2603
C -0.3992 -1.8798 2.1736
C -2.9450 -0.5905 0.9317
C -4.3210 -0.4686 0.9416
H -6.7591 -1.1571 1.4088
H -8.1275 -0.0229 1.5459
H -7.3875 -0.3309 -0.0403
H -6.3150 2.9978 1.1398
H -7.8697 2.1643 0.8664
H -7.2355 2.3380 2.5167
H -4.5297 2.7765 2.0405
H -2.0826 2.5615 1.9300
H -0.3764 2.4578 0.6300
H 2.0638 0.5739 0.8969
H 4.1917 1.5632 1.0153
H 5.6602 3.5554 1.2674
H 4.6629 5.8472 1.3083
H 2.1852 6.1197 1.1549
H 0.7174 4.1310 0.9134
H 1.1657 -0.6625 -0.5881
H 2.0537 -2.9531 -0.6483
H 1.7375 -4.9740 3.3079
H 0.8841 -6.3196 2.5092
H 2.6531 -6.1918 2.3770
H 1.7250 -4.9406 -0.8732
H 3.2510 -5.3108 -0.0292
H 1.9097 -6.4813 0.0025
H 0.0107 -3.7773 3.1001
H -1.1469 -1.6016 2.9178
H -2.5127 -1.5450 0.6324
H -4.9329 -1.3184 0.6396
C 2.3077 0.0938 -6.7199
O 3.2119 -0.0993 -5.6090
C 2.8585 0.3314 -4.3639
C 3.7414 0.0098 -3.3116
C 3.3588 0.3008 -2.0107
N 2.1921 0.8996 -1.6866
C 1.3811 1.2524 -2.7047
C 1.6631 1.0153 -4.0533
H 2.8203 -0.3842 -7.5556
H 1.3383 -0.3937 -6.5464
H 2.1611 1.1616 -6.9321
H 4.6768 -0.4967 -3.5276
H 4.0165 0.0284 -1.1828
H 0.4442 1.7435 -2.4305
H 0.9516 1.3199 -4.8222
```

Atom charges from the Löwdin analysis, given in e for atoms 1 to 4: number 1, C, carries -0.051; number 2, N, carries -0.181; number 3, C, carries -0.049; number 4, C, carries -0.201



Maximum force across the listed records, respectively: 0.5, 0.5, 2.7, 2.5, 1.1, 1.2 eV/Å.
E_tot across the listed records, respectively: -95735.727, -59061.890, -153786.356, -70731.525, -109930.480, -39209.523 eV.